ORCA calculation (the ωB97M-V functional and the def2-TZVPD basis) on C12H13AsN2O5S6Ti as an isolated structure in a non-equilibrium geometry.

For the total energy, the calculation gives -174845.122 eV. The value obtained for the HOMO energy (alpha / beta) is -3.5 / -3.5 eV. As for the HOMO-LUMO gap (alpha / beta): 5.42 / 5.41 eV. The energy relative to the best compared isomer or geometry (same formula, charge and spin) is 2.3721 eV.

Geometry as ORCA input:
```
! wB97M-V def2-TZVPD RIJCOSX def2/J DEFGRID3
* xyz -1 2
Ti -0.360 0.162 0.140
O 0.599 3.904 1.817
C 0.171 2.656 1.654
O -0.226 2.240 0.595
C 0.161 1.841 2.934
O 0.371 0.477 2.702
C 1.754 0.102 2.699
C 2.431 0.478 1.394
O 3.627 0.745 1.385
O 1.624 0.490 0.401
H 0.555 4.326 0.944
H 0.873 2.263 3.646
H -0.856 1.956 3.319
H 1.761 -0.982 2.792
H 2.276 0.548 3.547
C -2.712 2.680 -1.083
C -1.887 1.964 -2.100
N -0.944 1.070 -1.894
C -0.365 0.693 -3.113
C -0.908 1.270 -4.203
S -2.144 2.330 -3.737
C 0.774 -0.246 -3.144
C 1.436 -0.665 -4.251
S 2.691 -1.713 -3.776
C 2.248 -1.526 -2.124
N 1.229 -0.745 -1.957
C 2.997 -2.199 -1.021
H -3.225 1.963 -0.447
H -3.427 3.335 -1.581
H -2.074 3.272 -0.431
H -0.630 1.118 -5.233
H 1.257 -0.412 -5.284
H 2.326 -2.868 -0.484
H 3.858 -2.744 -1.406
H 3.341 -1.440 -0.317
S -2.466 0.228 1.363
As -3.412 -0.942 -0.313
S -0.120 -2.143 0.907
S -1.268 -2.025 -0.787
S -4.794 -2.293 0.528
*
```